1.
Here is a structure of composition C16H14Cl3GeIrN2O2Se from the Open Molecules 2025 dataset. Energies are from ωB97M-V with the def2-TZVPD basis set.

```
! wB97M-V def2-TZVPD RIJCOSX def2/J DEFGRID3
* xyz -1 2
Ir 1.67998 -2.31975 0.05657
Cl 4.16214 -1.88632 -2.83165
Ge 3.85160 -1.89383 -0.66390
Cl 5.37637 -3.31193 0.01110
Cl 4.78611 0.02847 -0.15562
C -3.91689 0.29239 -2.87042
C -2.43273 0.06697 -2.77229
C -1.74628 -0.48590 -3.84514
C -0.37859 -0.70310 -3.77725
C 0.30752 -0.39867 -2.61998
C -0.38307 0.13157 -1.53555
N -0.11825 -0.00815 0.91638
C 0.55628 0.70461 1.96741
C 0.88845 2.04874 1.82427
C 1.40454 2.75827 2.89315
C 1.56419 2.14503 4.12858
C 1.19641 0.82250 4.28277
C 0.66687 0.08491 3.22502
C 0.37928 -1.35761 3.53603
O 0.63906 -1.82356 4.61689
O -0.13200 -2.16252 2.58628
C -1.74545 0.41118 -1.59971
C -2.49094 1.08559 -0.48048
H -4.28114 0.01712 -3.85937
H -4.18262 1.33650 -2.69121
H -4.45739 -0.30512 -2.13242
H -2.29206 -0.74521 -4.74467
H 0.15295 -1.13813 -4.61277
H 1.36539 -0.60326 -2.53792
H -0.51910 -1.66669 1.83781
H 0.77833 2.51056 0.85346
H 1.67527 3.79701 2.75583
H 1.97885 2.69207 4.96442
H 1.31226 0.31366 5.22892
H -1.83082 1.42178 0.31294
H -3.22951 0.41467 -0.03657
H -3.03253 1.95370 -0.86170
Se 0.96487 -4.11776 -1.17928
N 0.39458 0.46596 -0.38659
C 1.08809 -0.57579 0.19665
*
```

Results
Energy relative to the best compared isomer or geometry (same formula, charge and spin) = 325.2 kJ/mol
Calculated total energy = -186166.7845 eV
HOMO energy (alpha / beta) = -4.8 / -4.8 eV

Löwdin atomic charge list, values in e, 4 entries:
1 Ir 0.3611
2 Cl 0.0119
3 Ge -0.4524
4 Cl 0.0067

=====

2.
Here is a structure of composition C2H17NO5 from the Open Molecules 2025 dataset. Energies are from ωB97M-V with the def2-TZVPD basis set.

```
! wB97M-V def2-TZVPD RIJCOSX def2/J DEFGRID3
* xyz 0 1
H -0.33658 1.22219 -0.49117
O -1.35134 0.55083 -0.82013
N 0.73182 1.55100 0.16584
H -1.99997 1.03921 -1.24855
H 0.98747 2.52306 0.29723
C 1.76404 0.93791 -0.56350
H 1.65024 1.19059 -1.61533
H 1.77364 -0.11487 -0.83523
H 0.68272 1.18010 1.21445
C 3.22316 1.00777 0.14378
H 3.18314 0.34372 0.90751
H 3.87865 0.81294 -0.63088
H 3.28158 2.06226 0.57801
O -2.37646 -0.32978 1.31476
H -1.88092 0.16006 0.53661
H -2.76408 -1.17157 0.89397
O -1.14995 -1.27230 -2.60589
H -1.95412 -1.60508 -2.05211
H -0.83402 -0.56548 -2.02011
O -0.69227 0.33500 3.29211
H -0.89105 -0.19746 3.95682
H -1.19924 0.15704 2.51774
O 0.67346 -2.39765 -0.93323
H 0.70545 -2.83554 -1.81633
H -0.15639 -1.82109 -0.81613
*
```

Results
Energy relative to the best compared isomer or geometry (same formula, charge and spin) = 308.7 kJ/mol
Calculated total energy = -14075.4741 eV
HOMO energy = -10.5 eV

Löwdin atomic charge list, values in e, 4 entries:
1 H 0.0853
2 O -0.2138
3 N 0.0299
4 H 0.0148

=====

3.
Here is a structure of composition C34H54CrN4P2Si2 from the Open Molecules 2025 dataset. Energies are from ωB97M-V with the def2-TZVPD basis set.

```
! wB97M-V def2-TZVPD RIJCOSX def2/J DEFGRID3
* xyz 0 5
Cr 0.04445 0.69219 0.47537
C -1.35862 1.13202 -3.94365
C -1.12452 -0.19024 -3.92922
C -0.13797 -0.90794 -4.79476
C 1.18452 -0.13363 -5.04851
C 1.69897 0.68266 -3.89159
C 1.29119 1.88634 -3.44979
C 0.43670 2.84789 -4.19914
C -0.77634 2.16782 -4.85264
C 1.61112 1.44521 1.71266
H -2.16973 1.52542 -3.32789
H -1.87216 -0.83996 -3.45169
H -0.57519 -1.13933 -5.78337
H 0.08899 -1.88935 -4.34716
H 1.95339 -0.89647 -5.26630
H 1.09202 0.46398 -5.96988
H 2.61952 0.24990 -3.47376
H 1.83956 2.35125 -2.63237
H 1.02147 3.38323 -4.96819
H 0.09039 3.61618 -3.49421
H -1.54239 2.93862 -5.00895
H -0.50268 1.77748 -5.84113
H 1.11488 2.22638 2.31415
H 2.47423 1.92145 1.22512
H 2.00788 0.68012 2.40257
P 1.85271 -0.46616 -0.47498
P -1.27028 -1.20632 -0.31060
N 3.14764 0.53123 -1.11335
N 2.90292 -1.62328 0.27754
N -1.96342 0.12085 -1.24615
N -2.72848 -2.06881 -0.02188
C 1.06329 -1.41685 -1.81843
C -0.25107 -2.17005 -1.46663
C 3.10567 1.93164 -1.05090
C 4.27115 2.44912 -1.59460
C 5.07841 1.33797 -2.00545
C 4.36863 0.17462 -1.71070
C 3.82243 -1.27714 1.28412
C 4.49011 -2.42008 1.67811
C 3.96678 -3.51786 0.91790
C 2.98284 -3.00785 0.08371
C -1.00207 1.27364 -1.20386
C -1.83348 2.43615 -1.03784
C -3.17080 2.03482 -0.89913
C -3.24093 0.65939 -1.06375
C -3.74505 -2.41621 -0.92339
C -4.70724 -3.14960 -0.23891
C -4.29451 -3.22585 1.13091
C -3.09094 -2.55139 1.24166
H 1.81051 -2.09538 -2.25969
H 0.79724 -0.67438 -2.58040
H -0.84206 -2.38682 -2.37129
H -0.03825 -3.13945 -0.98167
H 2.24331 2.44543 -0.64862
H 4.49452 3.50375 -1.69707
H 6.05794 1.38868 -2.46676
H 4.61557 -0.86587 -1.87326
H 3.94682 -0.24588 1.58974
H 5.27819 -2.45574 2.41364
H 4.28561 -4.54460 0.95166
H 2.36396 -3.48659 -0.65491
H -0.19986 1.25015 -1.95612
H -1.43019 3.43701 -0.97015
H -4.02864 2.65905 -0.63197
H -4.13287 0.05735 -1.16283
H -3.70994 -2.08389 -1.94958
H -5.60069 -3.57978 -0.66864
H -4.83113 -3.71058 1.93964
H -2.46816 -2.34821 2.10350
C -1.80936 -1.84531 4.55960
Si -0.41153 -1.11395 3.50957
C 0.91511 -0.63073 4.76677
C 0.37556 -2.52298 2.53646
C -1.03378 0.24765 2.30305
Si -1.58253 1.74041 3.38210
C -0.37221 2.35488 4.68771
C -1.88188 3.19961 2.24702
C -3.20963 1.37667 4.25746
H -1.46044 -2.82168 4.93211
H -2.74991 -2.01309 4.02104
H -2.03989 -1.21656 5.43049
H 1.43057 -1.55420 5.08264
H 1.67851 0.04711 4.36581
H 0.48834 -0.16842 5.66809
H -0.32711 -3.06610 1.89447
H 1.21448 -2.19447 1.91323
H 0.77773 -3.23178 3.27547
H -1.99005 -0.15578 1.89316
H 0.67819 2.27514 4.38596
H -0.57113 3.42340 4.87393
H -0.48704 1.83267 5.64729
H -2.51955 2.91651 1.40082
H -2.38098 4.00407 2.80640
H -0.94458 3.59970 1.83917
H -3.92518 0.89033 3.58264
H -3.09012 0.74542 5.14635
H -3.64745 2.33403 4.57692
*
```

Results
Calculated total energy = -104844.6842 eV
HOMO energy (alpha / beta) = -6.5 / -7.7 eV

Löwdin atomic charge list, values in e, 4 entries:
1 Cr 0.2177
2 C -0.1172
3 C -0.1407
4 C -0.1839

=====

4.
Here is an isolated molecule of C11H12N2O2 from the Open Molecules 2025 dataset. Energies are from ωB97M-V with the def2-TZVPD basis set.

```
! wB97M-V def2-TZVPD RIJCOSX def2/J DEFGRID3
* xyz 0 1
N 1.36309 -1.73311 0.71051
C 2.27640 -0.89460 -0.21552
C 1.50230 -0.45324 -1.53630
C 0.42699 0.27223 -0.93832
C 0.56988 1.55889 -0.50873
N -0.62607 2.09789 -0.02249
C -1.65150 1.08377 0.02208
C -3.01190 1.18116 0.39838
C -3.60596 -0.07351 0.63417
C -2.96508 -1.34235 0.15372
C -1.69485 -1.22765 -0.40631
C -0.93969 -0.04452 -0.50067
C 3.08736 0.14267 0.37367
O 3.95780 0.68532 -0.31602
O 3.03514 0.59623 1.71216
H 1.85021 -1.64804 1.88540
H 0.63210 -1.03283 0.89995
H 3.19175 -1.53138 -0.54713
H 2.05017 0.27855 -2.15567
H 1.05002 -1.29105 -2.15168
H 1.33767 2.37809 -0.67782
H -1.08242 3.06609 -0.13590
H -3.53651 2.19257 0.47549
H -4.68173 -0.10995 0.92916
H -3.46882 -2.15201 0.60389
H -1.28626 -2.11672 -0.88442
H 2.21990 0.11751 2.19838
*
```

Results
Energy relative to the best compared isomer or geometry (same formula, charge and spin) = 424.1 kJ/mol
Calculated total energy = -18673.6059 eV
HOMO energy = -8.3 eV

Löwdin atomic charge list, values in e, 4 entries:
1 N 0.0486
2 C -0.2999
3 C -0.0700
4 C -0.2505

=====

5.
Here is a structure of composition C13H14Br2KN3S2Te from the Open Molecules 2025 dataset. Energies are from ωB97M-V with the def2-TZVPD basis set.

```
! wB97M-V def2-TZVPD RIJCOSX def2/J DEFGRID3
* xyz 0 1
K 0.63899 -0.21318 0.41387
Br -1.00171 -1.48843 3.29647
C -1.92684 -2.93398 2.43015
Br -1.41331 -3.12444 0.58773
H -2.98867 -2.72557 2.46928
H -1.66757 -3.84645 2.95307
Te 2.60166 -2.81798 1.31276
C 4.42306 -2.19777 0.39787
C 5.01760 -0.96459 0.36608
C 6.22485 -0.92580 -0.38855
C 6.54040 -2.13160 -0.93574
S 5.36847 -3.30780 -0.51537
H 4.60604 -0.11072 0.88647
H 6.83035 -0.03992 -0.51045
H 7.39752 -2.37254 -1.54065
N -1.66610 1.18831 0.59505
C -2.44085 2.03397 0.53494
C -3.44444 3.07433 0.44504
C -3.93388 3.66912 1.60152
C -4.89088 4.66437 1.48730
C -5.34262 5.05187 0.23258
C -4.84803 4.45069 -0.91708
C -3.89080 3.45363 -0.81726
H -3.57420 3.35332 2.57062
H -5.28364 5.13507 2.37733
H -6.08796 5.83142 0.15067
H -5.20766 4.75596 -1.88969
H -3.49796 2.97193 -1.70141
N 1.09889 -3.58326 -1.89358
C 1.38782 -2.30792 -2.18742
N 2.64919 -1.91959 -2.01970
S 0.19909 -1.19707 -2.71446
H 1.72711 -4.10749 -1.30020
H 0.12913 -3.84203 -1.90373
H 3.37119 -2.49824 -1.60887
H 2.89572 -0.97762 -2.26462
*
```

Results
Energy relative to the best compared isomer or geometry (same formula, charge and spin) = 0.0 kJ/mol
Calculated total energy = -203553.2263 eV
HOMO energy = -6.2 eV

Löwdin atomic charge list, values in e, 4 entries:
1 K 0.3427
2 Br 0.5753
3 C -1.0332
4 Br 0.5887

=====

6.
Here is a structure of composition C22H19AlN7O2S2 from the Open Molecules 2025 dataset. Energies are from ωB97M-V with the def2-TZVPD basis set.

```
! wB97M-V def2-TZVPD RIJCOSX def2/J DEFGRID3
* xyz 1 1
Al -1.03978 -0.23374 -1.00984
N 3.73681 1.30027 5.91513
C 3.24065 0.94146 4.69742
C 1.88125 0.61785 4.54764
C 1.40671 0.13553 3.34889
C 2.27416 0.00426 2.27371
C 3.60772 0.37787 2.38029
C 4.08777 0.84926 3.58114
S 1.76452 -0.77730 0.79473
O 1.17080 -2.05890 1.07168
O 2.83995 -0.71862 -0.15723
N 0.46977 0.08588 0.17007
C 0.47743 1.41588 -0.03258
N 1.33779 2.29786 0.47116
C 1.11491 3.56802 0.16602
C 0.04913 3.99911 -0.62437
C -0.78624 3.02300 -1.11956
N -0.57633 1.74100 -0.83011
H 3.11273 1.48174 6.67877
H 4.67723 1.63989 5.99037
H 1.21177 0.73313 5.39102
H 0.36642 -0.14674 3.23961
H 4.24574 0.28502 1.51234
H 5.12650 1.13704 3.68424
H 1.82863 4.27268 0.57889
H -0.10544 5.04297 -0.84697
H -1.63206 3.23656 -1.76263
S -3.46225 -0.38552 -4.64301
C -4.54050 0.29203 -3.50693
C -3.96653 0.46233 -2.28005
C -2.61083 0.04599 -2.21221
C -2.21721 -0.44168 -3.43991
C -0.89985 -0.99561 -3.64717
C -0.37856 -1.36314 -4.88586
C 0.86393 -1.95778 -4.94954
C 1.57446 -2.18187 -3.77339
C 1.03067 -1.76423 -2.58186
N -0.17410 -1.16968 -2.51014
H -5.55117 0.51946 -3.80911
H -4.51246 0.88810 -1.44773
H -0.96407 -1.17136 -5.77433
H 1.28648 -2.24306 -5.90367
H 2.53672 -2.67123 -3.78147
H 1.55437 -1.89472 -1.64945
N -3.04493 -2.93791 1.36614
C -3.46086 -1.74557 1.90541
C -2.79109 -0.78182 1.22451
N -1.97719 -1.38350 0.28570
C -2.15630 -2.68302 0.39791
H -3.36138 -3.84715 1.65642
H -4.18239 -1.69417 2.70042
H -2.82994 0.28915 1.33586
H -1.65356 -3.43502 -0.18635
*
```

Results
Energy relative to the best compared isomer or geometry (same formula, charge and spin) = 14.3 kJ/mol
Calculated total energy = -65914.5340 eV
HOMO energy = -10.3 eV

Löwdin atomic charge list, values in e, 4 entries:
1 Al 0.2416
2 N 0.1244
3 C -0.3076
4 C -0.0207

=====

no.,F_max (eV/Å)
1,1.815
2,6.509
3,4.080
4,5.674
5,0.635
6,0.973